This record from the Open Molecules 2025 dataset describes a cluster of 2 separate species, C17H33O6 in total at a distorted geometry. The level of theory is ωB97M-V/def2-TZVPD.

**Electronic energy**: -1118.86134 a.u.
**Spin multiplicity**: 1
**Charge**: -1

Atoms and positions in Å:
O  3.66  -5.08  0.26
O  -6.09  1.97  -0.22
O  3.00  -3.62  1.71
O  -1.94  -1.78  0.48
O  3.89  -2.89  -0.24
O  0.76  1.17  0.29
C  -0.42  -1.71  0.70
C  -1.08  3.04  -1.79
C  -5.92  0.67  0.32
C  -3.71  2.59  -0.08
C  2.60  1.31  1.80
C  -5.15  2.91  0.27
C  4.26  -5.41  -1.00
C  2.79  -2.25  2.10
C  3.54  -3.77  0.50
C  -2.83  3.83  -0.04
C  -1.36  3.56  -0.37
C  5.76  -5.26  -0.97
C  -1.14  0.25  -0.73
C  -1.09  -1.25  -0.50
C  0.21  0.83  -1.05
C  0.15  2.12  -1.87
C  2.14  1.07  0.36
H  -0.94  2.85  0.34
H  6.04  -4.21  -0.82
H  6.19  -5.85  -0.15
H  -1.84  0.43  -1.55
H  -5.34  0.04  -0.35
H  -3.68  2.08  -1.05
H  -0.17  -2.75  0.84
H  -0.95  -1.86  -1.38
H  2.46  0.08  0.00
H  3.47  1.97  1.84
H  -1.56  0.64  0.22
H  3.74  -1.75  2.23
H  1.02  2.72  -1.62
H  -0.90  3.90  -2.44
H  3.81  -4.80  -1.78
H  -3.23  4.58  -0.73
H  -0.35  -1.04  1.54
H  -3.32  1.87  0.65
H  2.19  -1.72  1.37
H  2.26  -2.30  3.05
H  3.98  -6.45  -1.17
H  -0.82  4.50  -0.24
H  -6.91  0.24  0.45
H  -5.44  3.88  -0.13
H  1.80  1.78  2.36
H  6.19  -5.60  -1.91
H  -2.87  4.23  0.97
H  2.64  1.80  -0.30
H  -5.25  2.97  1.37
H  0.27  1.86  -2.93
H  -5.41  0.70  1.29
H  -1.96  2.54  -2.21
H  2.88  0.38  2.30


This record from the Open Molecules 2025 dataset describes a cluster of 5 separate species, C17H34BClN5O13 in total at a distorted geometry. The level of theory is ωB97M-V/def2-TZVPD.

**Electronic energy**: -2404.57542 a.u.
**Spin multiplicity**: 1
**Charge**: -1

Atoms and positions in Å:
Cl  1.79  -1.93  -2.75
O  0.14  0.73  3.27
O  -2.05  3.91  3.66
O  -0.71  -2.95  -2.25
O  -0.34  -1.68  -4.19
O  4.58  3.99  1.92
O  5.00  -6.79  -3.27
O  -0.97  3.04  -1.48
O  -0.81  -1.33  -0.60
O  -4.14  4.25  4.17
O  0.32  0.47  -1.92
O  1.44  -1.01  3.46
O  2.62  3.30  1.26
O  5.84  -4.84  -2.75
N  4.92  -5.58  -3.06
N  1.24  0.18  3.29
N  3.66  3.92  1.11
N  -3.06  4.60  3.71
N  -2.38  -3.19  -0.45
C  -1.46  1.26  -4.41
C  -0.51  2.31  -0.30
C  -2.56  -3.64  0.97
C  -0.07  -1.74  -2.77
C  -2.38  0.90  -3.36
C  0.29  -3.66  -0.13
C  -2.21  -0.27  -2.28
C  0.59  1.15  -0.67
C  2.43  1.05  3.07
C  -1.07  -2.68  3.04
C  3.57  -4.96  -3.20
C  -1.70  1.78  0.65
C  1.20  -4.52  0.31
C  3.84  4.65  -0.18
C  -2.34  -2.45  2.06
C  -0.69  -0.55  -1.80
C  -2.97  5.97  3.15
B  -0.95  -2.81  -0.78
H  -1.12  2.37  -4.48
H  -3.28  -2.39  2.74
H  3.97  5.70  0.06
H  0.09  3.08  0.33
H  -0.91  -1.67  3.60
H  -3.93  6.46  3.26
H  -3.38  1.51  -3.31
H  4.73  4.24  -0.67
H  2.95  4.49  -0.79
H  -3.68  -3.96  1.08
H  2.86  -5.74  -3.48
H  1.58  1.75  -0.85
H  -1.25  -3.47  3.86
H  3.31  -4.52  -2.24
H  -0.26  -2.57  -4.61
H  -1.02  0.55  -5.19
H  -1.98  2.68  1.35
H  3.32  0.43  3.11
H  -2.68  1.50  0.10
H  -1.31  0.95  1.35
H  2.44  1.80  3.87
H  -2.95  -2.31  -0.52
H  1.98  -5.26  0.76
H  -2.70  5.88  2.10
H  -1.71  3.60  -1.17
H  -2.21  -1.40  1.59
H  -0.09  -2.92  2.50
H  -2.20  6.50  3.71
H  0.81  0.46  0.22
H  -2.86  -0.07  -1.36
H  2.32  1.51  2.09
H  3.64  -4.20  -3.98
H  -1.95  -4.60  1.22
H  -2.61  -1.26  -2.74


This record from the Open Molecules 2025 dataset describes a cluster of 9 separate species, C17H34Cl10O12 in total at a distorted geometry. The level of theory is ωB97M-V/def2-TZVPD.

**ΔE to the lowest compared entry with this formula, charge and spin**: 2.657 eV
**Spin multiplicity**: 1

Atoms and positions in Å:
Cl  -5.78  2.45  0.06
Cl  0.86  -9.70  2.30
Cl  -7.79  4.76  -0.53
Cl  -4.86  -6.80  -3.27
Cl  7.51  -1.00  -0.94
Cl  -5.26  -5.62  -0.57
Cl  1.22  0.03  3.68
Cl  2.41  -7.34  3.09
Cl  -0.38  -1.45  1.54
Cl  7.71  -3.18  1.05
O  0.93  -6.76  -4.73
O  2.17  5.27  -3.22
O  0.53  4.64  -1.83
O  -7.81  -0.62  4.88
O  1.22  -4.51  -5.12
O  4.95  6.65  2.11
O  5.43  4.72  1.31
O  0.93  6.79  -2.33
O  0.21  -5.63  -6.56
O  -5.96  -1.45  5.49
O  7.11  6.41  1.32
O  -7.86  -2.83  5.26
C  -5.07  -2.50  5.73
C  0.36  0.18  2.09
C  0.73  -5.71  -5.37
C  2.13  -4.31  -4.03
C  1.13  5.46  -2.43
C  -0.34  -6.70  -7.24
C  2.43  3.99  -3.62
C  -7.41  3.24  0.32
C  -0.18  7.34  -1.64
C  8.08  5.77  0.62
C  -4.48  -5.49  -2.17
C  5.22  8.02  2.42
C  -9.20  -0.50  4.47
C  7.59  -1.40  0.77
C  -7.26  -1.75  5.19
C  0.82  -7.94  2.61
C  5.83  5.85  1.58
H  -4.86  -4.68  -2.81
H  3.32  3.98  -4.24
H  1.83  -5.00  -3.24
H  6.14  8.07  3.00
H  1.11  0.58  1.40
H  8.47  5.04  1.32
H  -5.26  -3.29  6.46
H  -1.23  -7.07  -6.73
H  8.42  -0.93  1.29
H  0.29  -7.59  -7.33
H  2.67  3.33  -2.79
H  -0.12  8.39  -1.93
H  -1.13  6.93  -1.95
H  -4.12  -2.04  6.00
H  -0.43  0.93  2.22
H  6.65  -1.03  1.19
H  0.10  -7.74  3.40
H  7.61  5.22  -0.20
H  0.54  -7.39  1.71
H  2.16  -3.31  -3.61
H  -9.41  -1.06  3.56
H  -7.49  3.43  1.39
H  -9.88  -0.81  5.27
H  -0.66  -6.48  -8.26
H  -3.40  -5.36  -2.14
H  -4.87  -3.01  4.79
H  3.10  -4.66  -4.39
H  -9.43  0.54  4.24
H  5.45  8.57  1.51
H  -0.12  7.25  -0.55
H  1.56  3.55  -4.10
H  8.87  6.42  0.24
H  -8.12  2.49  -0.02
H  4.40  8.40  3.02


This record from the Open Molecules 2025 dataset describes a cluster of 4 separate species, C17H34F3O11 in total at a distorted geometry. The level of theory is ωB97M-V/def2-TZVPD.

**ΔE to the lowest compared entry with this formula, charge and spin**: 3.468 eV
**Spin multiplicity**: 1
**Charge**: -1

Atoms and positions in Å:
F  2.63  2.30  -5.41
F  2.56  0.17  -4.99
F  4.08  0.88  -6.22
O  1.75  0.95  -0.90
O  5.46  0.95  -4.03
O  1.54  -1.06  0.08
O  -2.17  -2.49  -2.11
O  -1.67  -0.11  -0.87
O  -0.45  2.78  3.10
O  3.42  -0.13  -0.10
O  3.84  1.98  -2.86
O  -1.81  -2.79  4.03
O  -0.48  -0.27  3.00
O  -3.72  -0.62  1.20
C  -2.01  -1.44  4.45
C  -3.40  0.64  0.56
C  -1.06  -0.38  -2.14
C  0.61  1.93  3.48
C  -0.25  3.49  1.89
C  -2.73  -3.62  4.63
C  -1.72  -1.48  -2.97
C  -0.66  -0.71  4.31
C  2.21  -0.13  -0.34
C  -3.01  0.31  -0.94
C  6.99  2.47  -2.89
C  4.22  1.44  -3.93
C  3.35  1.21  -5.19
C  0.61  0.59  2.73
C  -5.02  -1.06  1.11
C  -2.90  -3.46  -2.77
C  6.50  0.98  -3.05
H  1.61  2.35  3.38
H  0.80  3.80  1.86
H  0.15  -1.39  4.55
H  -3.72  -0.42  -1.33
H  6.48  2.99  -2.08
H  -2.45  -4.64  4.36
H  2.63  1.31  -0.94
H  -2.22  -1.50  5.51
H  -0.87  0.52  -2.74
H  -0.60  0.00  5.14
H  -3.72  -3.06  -3.36
H  1.56  0.06  2.69
H  6.24  0.70  -2.03
H  -3.27  1.25  -1.42
H  8.06  2.49  -2.66
H  -5.19  -1.41  0.09
H  0.49  1.69  4.54
H  -0.04  -0.77  -2.06
H  0.38  0.77  1.68
H  -2.60  -3.47  5.70
H  7.34  0.33  -3.29
H  -5.76  -0.33  1.42
H  -2.44  -0.99  -3.63
H  -0.82  4.41  1.80
H  -3.27  -4.07  -1.94
H  -0.44  2.88  1.01
H  -4.23  1.34  0.46
H  -3.79  -3.42  4.42
H  -2.61  1.22  1.04
H  7.01  3.07  -3.79
H  -2.30  -4.21  -3.28
H  -2.87  -0.96  3.99
H  -5.21  -1.93  1.74
H  -1.02  -1.91  -3.69


This record from the Open Molecules 2025 dataset describes a structure of composition C17H34NO2P2Tm at a distorted geometry. The level of theory is ωB97M-V/def2-TZVPD.

**Electronic energy**: -2641.08788 a.u.
**Spin multiplicity**: 3

Atoms and positions in Å:
Tm  -0.11  0.13  0.03
P  2.47  -0.49  -0.40
P  -2.74  -0.26  -0.35
O  -0.14  2.44  0.92
O  1.82  4.51  -4.44
N  -0.17  -0.86  -2.12
C  -3.69  1.27  -0.67
C  -0.24  -1.76  -4.77
C  2.36  -0.84  -2.21
C  3.84  0.71  -0.33
C  -0.15  -0.77  2.27
C  0.96  -1.49  -4.14
C  -0.03  -1.14  4.72
C  -1.24  0.84  3.80
C  -1.35  -1.17  -2.73
C  3.21  -2.02  0.25
C  0.98  -1.07  -2.82
C  -0.26  -1.68  1.42
C  -2.70  -1.06  -2.02
C  1.24  0.74  3.65
C  -1.41  -1.62  -4.04
C  -0.04  -0.10  3.60
C  -3.90  -1.30  0.58
H  -3.10  2.11  -0.30
H  -3.88  1.39  -1.74
H  -0.11  4.81  1.80
H  0.26  3.17  0.42
H  0.35  5.42  1.38
H  0.05  -0.64  5.69
H  2.12  0.12  3.47
H  4.11  1.04  -1.34
H  1.34  1.21  4.64
H  1.19  1.54  2.90
H  -1.24  1.62  3.03
H  -3.43  -1.55  1.54
H  4.70  0.26  0.17
H  -4.65  1.22  -0.13
H  -0.94  -1.74  4.71
H  2.43  3.88  -4.86
H  2.96  -1.75  -2.38
H  1.89  4.34  -3.53
H  3.33  -2.76  -0.55
H  -2.39  -1.84  -4.46
H  0.83  -1.81  4.61
H  -0.27  -2.09  -5.81
H  -4.83  -0.75  0.76
H  2.54  -2.43  1.01
H  -3.40  -0.49  -2.65
H  4.18  -1.79  0.71
H  -0.39  -2.72  1.13
H  2.83  -0.06  -2.69
H  3.49  1.58  0.24
H  -3.13  -2.06  -1.89
H  -1.19  1.31  4.79
H  -4.11  -2.23  0.04
H  1.92  -1.59  -4.65
H  -2.18  0.28  3.73


This record from the Open Molecules 2025 dataset describes the molecule C17H34O9P2S at a distorted geometry. The level of theory is ωB97M-V/def2-TZVPD.

**Electronic energy**: -2426.22966 a.u.
**Spin multiplicity**: 1

Atoms and positions in Å:
S  0.39  -0.82  -0.45
P  1.35  3.70  -0.46
P  -3.39  0.03  -0.16
O  -0.57  -1.27  0.52
O  0.70  1.17  -2.03
O  -3.18  0.01  1.28
O  -3.44  -1.43  -0.86
O  3.61  0.66  -0.07
O  1.68  -1.36  -0.12
O  1.67  4.57  0.68
O  2.50  0.37  -3.05
O  -4.80  0.78  -0.46
C  -3.05  -3.79  -0.71
C  2.80  1.49  -0.86
C  5.22  -1.07  0.18
C  -5.89  0.03  0.09
C  0.39  1.04  -0.64
C  1.67  0.57  2.25
C  4.60  -0.05  -0.80
C  5.46  -2.44  -0.48
C  2.10  0.91  -2.11
C  -3.48  -2.53  0.07
C  -2.14  0.98  -1.09
C  -6.87  0.92  0.85
C  1.68  1.92  1.52
C  -1.00  1.50  -0.20
C  2.00  0.84  3.74
C  -0.09  -1.60  -2.01
C  1.53  1.85  -0.02
H  4.21  -0.62  -1.64
H  5.63  -3.21  0.27
H  2.04  -0.12  4.27
H  2.41  -0.13  1.89
H  2.98  1.30  3.82
H  -1.95  -3.77  -0.74
H  6.10  -0.68  0.70
H  0.07  3.98  -1.00
H  -2.79  -2.42  0.90
H  -7.71  0.28  1.12
H  -6.42  1.28  1.77
H  2.28  4.02  -1.48
H  4.55  -2.73  -1.01
H  3.46  2.34  -1.08
H  -4.48  -2.72  0.47
H  -5.60  -0.79  0.74
H  0.29  -1.08  -2.89
H  -1.17  -1.74  -2.07
H  0.36  -2.59  -1.95
H  -7.26  1.72  0.22
H  -1.06  2.58  -0.20
H  -1.12  1.21  0.85
H  -3.37  -3.68  -1.75
H  1.24  1.46  4.22
H  2.58  2.45  1.82
H  -2.69  1.84  -1.49
H  0.68  0.12  2.20
H  4.45  -1.24  0.93
H  5.42  0.59  -1.17
H  -1.80  0.44  -1.98
H  -3.40  -4.71  -0.25
H  0.82  2.49  1.88
H  6.26  -2.41  -1.22
H  -6.43  -0.42  -0.75


This record from the Open Molecules 2025 dataset describes a structure of composition C17H35AsN3PtS2Si3. The level of theory is ωB97M-V/def2-TZVPD.

**Electronic energy**: -4852.88233 a.u.
**Spin multiplicity**: 3
**Charge**: +1

Atoms and positions in Å:
Pt  -0.27  1.56  -0.06
As  -0.15  -0.90  -0.10
S  -2.50  1.76  0.08
S  -4.16  4.22  0.10
Si  0.88  -1.67  1.92
Si  -2.31  -1.95  -0.12
Si  0.85  -1.54  -2.19
N  1.74  2.03  -0.09
N  -0.38  3.53  0.04
N  -1.49  4.23  0.10
C  0.40  -3.32  -2.55
C  0.41  -3.46  2.18
C  0.11  -0.34  -3.42
C  2.72  -1.38  -2.16
C  1.95  3.40  -0.04
C  -3.15  -1.46  1.49
C  -2.58  3.47  0.11
C  2.80  1.23  -0.14
C  4.10  1.69  -0.16
C  -2.23  -3.81  -0.20
C  4.34  3.07  -0.12
C  0.16  -0.53  3.22
C  -3.19  -1.33  -1.65
C  0.82  4.21  0.02
C  2.75  -1.53  1.89
C  -3.91  5.53  1.32
C  3.27  3.92  -0.06
H  -3.13  -0.40  1.69
H  0.65  -0.70  4.18
H  1.05  -3.71  -3.34
H  0.52  -3.96  -1.68
H  0.31  0.51  2.94
H  5.35  3.45  -0.13
H  -4.19  -1.78  1.45
H  3.18  -1.81  -1.27
H  3.13  -2.14  2.71
H  0.59  -0.45  -4.39
H  -2.76  -1.79  -2.54
H  3.41  4.99  -0.03
H  0.24  0.69  -3.08
H  -3.78  5.10  2.32
H  -1.74  -4.26  0.66
H  0.83  5.29  0.04
H  3.05  -0.35  -2.27
H  3.20  -1.90  0.98
H  -0.62  -3.56  2.52
H  -3.06  6.14  1.05
H  0.52  -4.05  1.27
H  -2.68  -1.98  2.33
H  -4.24  -1.65  -1.60
H  -0.96  -0.51  -3.55
H  3.09  -0.51  2.07
H  1.06  -3.90  2.94
H  4.91  0.97  -0.20
H  -0.63  -3.41  -2.90
H  2.58  0.17  -0.18
H  -3.27  -4.15  -0.19
H  -3.17  -0.26  -1.77
H  -1.77  -4.19  -1.10
H  3.10  -1.94  -3.02
H  -0.91  -0.70  3.36
H  -4.81  6.13  1.30


Quick rundown of molecular weight, same order as above: 333.44 562.75 784.98 471.44 515.35 476.46 699.88 g mol⁻¹